Computed, not measured: an isolated ion of composition C3H9N2 and charge +2 in a non-equilibrium geometry, with ωB97M-V with the def2-TZVPD basis set.

CARTESIAN COORDINATES (ANGSTROEM)
C -1.659 -0.983 -0.731
C -0.872 -0.333 0.447
N 1.620 1.670 -0.056
C 1.595 0.476 0.394
N 0.529 -0.386 0.312
H -1.386 -2.035 -0.805
H -2.715 -0.821 -0.558
H -1.442 -0.474 -1.679
H -1.072 0.726 0.597
H -1.244 -0.936 1.313
H 0.761 2.219 -0.003
H 2.554 2.082 -0.098
H 2.501 0.120 0.895
H 0.829 -1.324 -0.028

Values from the calculation:
net charge	+2
LUMO energy (spin up / spin down)	-10.906 / -14.562	eV
multiplicity	2

---

Computed, not measured: an isolated ion of composition C3H9N2O and charge -1 in a non-equilibrium geometry, with ωB97M-V with the def2-TZVPD basis set.

CARTESIAN COORDINATES (ANGSTROEM)
N 2.186 0.239 -0.557
C 0.945 0.118 -1.360
C -0.182 -0.468 -0.526
N -0.405 0.378 0.683
C -1.554 -0.221 1.543
O -2.466 -0.897 0.904
H 2.481 1.201 -0.539
H 1.834 0.138 0.401
H 0.689 1.091 -1.792
H 1.140 -0.598 -2.162
H -1.111 -0.637 -1.066
H 0.133 -1.457 -0.169
H -0.827 1.199 0.239
H -1.876 0.708 2.092
H -0.990 -0.794 2.310

Values from the calculation:
net charge	-1
structure (SMILES)	NCCNC[O-]
LUMO energy	4.208	eV

---

Computed, not measured: an isolated ion of composition C3H9N2O and charge -1 in a non-equilibrium geometry, with ωB97M-V with the def2-TZVPD basis set.

CARTESIAN COORDINATES (ANGSTROEM)
C 0.985 -1.265 -0.535
C 0.209 -0.077 0.116
C -0.744 -0.483 1.290
O -1.526 0.520 1.640
N -0.644 0.702 -0.852
N -0.307 2.058 -1.046
H 1.587 -1.714 0.157
H 0.250 -2.010 -0.726
H 1.721 -0.957 -1.388
H 1.058 0.572 0.404
H -1.335 -1.357 1.008
H 0.055 -0.971 2.016
H -1.640 0.506 -0.836
H -0.366 2.421 -0.059
H 0.699 2.054 -1.190

Values from the calculation:
net charge	-1
structure (SMILES)	C[C@H](C[O-])NN
LUMO energy	4.341	eV

---

Computed, not measured: a 2-piece molecular cluster, C3H9N2O overall in a non-equilibrium geometry, with ωB97M-V with the def2-TZVPD basis set.

CARTESIAN COORDINATES (ANGSTROEM)
C 0.460 1.285 1.262
C -0.630 -1.496 -2.341
C -0.891 -0.522 -1.201
N 1.708 1.416 1.754
N -0.278 0.305 1.716
O -1.608 -0.747 -0.276
H 0.383 1.876 0.419
H 0.335 -1.868 -2.147
H -1.406 -2.341 -2.111
H -0.896 -1.015 -3.256
H -0.435 0.488 -1.343
H 2.443 2.014 1.343
H 2.079 0.562 2.240
H -0.087 -0.060 2.623
H -1.177 0.103 1.319

Values from the calculation:
net charge	+1
LUMO energy	-4.245	eV

---

Computed, not measured: an isolated ion of composition C3H9N2O and charge +1 in a non-equilibrium geometry, with ωB97M-V with the def2-TZVPD basis set.

CARTESIAN COORDINATES (ANGSTROEM)
C 1.383 0.304 -1.518
N 0.540 -0.560 -0.715
N -0.316 -0.013 0.402
C 0.046 1.171 1.137
C -1.145 -0.862 0.892
O -1.508 -1.936 0.228
H 0.768 0.996 -2.157
H 2.227 0.927 -1.175
H 1.767 -0.424 -2.203
H 0.126 -1.392 -1.073
H 0.799 1.022 1.813
H -1.002 1.583 1.508
H 0.395 1.920 0.416
H -1.623 -0.673 1.865
H -2.457 -2.061 0.580

Values from the calculation:
net charge	+1
structure (SMILES)	CN/[N+](C)=C\O
LUMO energy	-4.051	eV

---

Computed, not measured: a 2-piece molecular cluster, C3H9N2O overall in a non-equilibrium geometry, with ωB97M-V with the def2-TZVPD basis set.

CARTESIAN COORDINATES (ANGSTROEM)
C -1.779 0.755 -0.302
C -1.102 -1.096 0.316
C -0.478 0.087 -0.324
N 0.762 0.484 -0.240
N -2.272 -0.283 0.615
O 3.409 -0.032 0.090
H -1.735 1.828 0.135
H -2.140 0.759 -1.298
H -1.419 -1.990 -0.369
H -0.668 -1.483 1.178
H 1.188 1.450 -0.304
H 1.467 -0.289 0.066
H -3.284 -0.463 0.314
H 4.042 -0.192 -0.600
H 4.009 0.466 0.722

Values from the calculation:
net charge	+1
LUMO energy	-4.680	eV

---

Computed, not measured: a 2-piece molecular cluster, C3H9N2O overall in a non-equilibrium geometry, with ωB97M-V with the def2-TZVPD basis set.

CARTESIAN COORDINATES (ANGSTROEM)
C 1.501 1.364 0.363
N 0.209 1.038 0.703
C -0.915 1.521 -0.152
O 1.872 1.628 -0.740
H 2.190 1.310 1.220
H 0.000 1.205 1.676
H -1.033 2.597 -0.070
H -1.819 1.016 0.182
H -0.668 1.278 -1.184
C -0.372 -2.768 -0.184
N -0.091 -1.568 -0.491
H -0.715 -2.926 0.832
H -0.292 -3.574 -0.901
H 0.250 -1.367 -1.433
H -0.118 -0.756 0.179

Values from the calculation:
net charge	+1
LUMO energy	-5.418	eV

---

Computed, not measured: a 2-piece molecular cluster, C3H9N2O overall in a non-equilibrium geometry, with ωB97M-V with the def2-TZVPD basis set.

CARTESIAN COORDINATES (ANGSTROEM)
C -0.662 -0.394 0.554
C 1.182 -1.157 2.105
C -1.168 0.703 -1.607
N 0.543 -0.524 0.898
N -0.680 1.892 -1.568
O 1.562 0.093 0.090
H -1.480 -0.941 1.160
H 2.081 -1.542 1.594
H 0.295 -1.663 2.456
H 1.323 -0.324 2.798
H -2.257 0.552 -1.557
H -0.586 -0.217 -1.663
H 1.854 -0.516 -0.711
H -1.206 2.675 -1.143
H 0.285 1.998 -1.832

Values from the calculation:
net charge	+1
LUMO energy (spin up / spin down)	-4.708 / -6.276	eV
multiplicity	3

---

Computed, not measured: a 2-piece molecular cluster, C3H9N2O2 overall in a non-equilibrium geometry, with ωB97M-V with the def2-TZVPD basis set.

CARTESIAN COORDINATES (ANGSTROEM)
C -0.902 -0.678 0.521
C 0.440 -0.134 1.058
N 0.189 1.180 1.631
N -0.819 -1.945 -0.190
H -1.558 -0.819 1.386
H -1.323 0.082 -0.136
H 0.754 -0.836 1.838
H 1.102 -0.105 0.192
H 0.123 1.847 0.861
H 0.946 1.522 2.209
H -0.657 -2.703 0.458
H -0.133 -1.916 -0.929
O 0.213 1.864 -1.243
C 0.465 1.104 -2.221
O 0.828 -0.080 -2.222
H 0.331 1.615 -3.213

Values from the calculation:
net charge	-1
LUMO energy	4.361	eV

---

Computed, not measured: a 3-piece molecular cluster, C3H9N2O2 overall in a non-equilibrium geometry, with ωB97M-V with the def2-TZVPD basis set.

CARTESIAN COORDINATES (ANGSTROEM)
C 2.838 0.411 -0.246
C 1.741 0.973 0.320
N 0.736 0.024 0.250
C 1.238 -1.109 -0.187
N 2.519 -0.901 -0.518
H 3.855 0.733 -0.321
H 1.507 2.006 0.500
H -0.267 0.138 0.563
H 0.716 -2.043 -0.294
H 3.110 -1.617 -0.902
H -1.739 0.735 2.022
H -2.567 0.185 0.822
O -1.688 0.179 1.237
H -4.647 0.535 -0.971
H -3.640 -0.559 -1.338
O -3.710 0.313 -0.937

Values from the calculation:
net charge	+1
LUMO energy	-2.655	eV

---

Computed, not measured: a 2-piece molecular cluster, C3H9N2OS overall in a non-equilibrium geometry, with ωB97M-V with the def2-TZVPD basis set.

CARTESIAN COORDINATES (ANGSTROEM)
C 1.740 0.834 2.274
C 0.441 0.616 1.485
S 0.752 -0.632 0.181
N 2.907 1.232 1.361
H 2.065 -0.114 2.747
H 1.554 1.631 2.977
H 0.016 1.481 1.046
H -0.246 0.243 2.178
H 2.800 2.230 1.170
H 2.836 0.728 0.523
C -2.610 -0.570 -2.130
N -1.936 -1.443 -1.283
O -2.310 0.582 -2.392
H -3.592 -0.991 -2.517
H -2.168 -2.403 -1.423
H -1.043 -1.164 -0.782

Values from the calculation:
net charge	-1
LUMO energy	3.771	eV

---

Computed, not measured: an isolated ion of composition C3H9N2OS and charge +1 in a non-equilibrium geometry, with ωB97M-V with the def2-TZVPD basis set.

CARTESIAN COORDINATES (ANGSTROEM)
C -1.797 -1.403 -0.253
N -1.122 -0.452 -0.796
S -0.241 0.465 0.297
C -0.658 2.150 -0.352
O -0.567 0.284 1.655
N 1.226 0.133 -0.134
C 1.928 -1.052 0.444
H -1.659 -1.509 0.872
H -2.485 -1.990 -0.744
H 0.179 2.382 -0.991
H -1.585 2.147 -0.916
H -0.644 2.916 0.340
H 1.251 0.121 -1.172
H 3.051 -0.832 0.555
H 1.643 -1.936 -0.218
H 1.479 -1.422 1.413

Values from the calculation:
net charge	+1
structure (SMILES)	C=[N+]=[S@@](C)(=O)NC
LUMO energy	-4.292	eV

---

In order of appearance, molecular weight = 73.12 89.12 89.12 89.12 89.12 89.12 89.12 89.12 105.12 105.12 121.19 121.19 g/mol.
In order of appearance, DFT total energy = -6215.072 -8284.027 -8282.424 -8277.311 -8275.426 -8275.953 -8277.190 -8269.809 -10333.708 -10326.594 -19121.032 -19110.103 eV.